A) The following is a DFT calculation (ωB97M-V/def2-TZVPD) of a cluster of 2 separate species, C5H10N2 in total.

The geometry in ORCA input format:
```
! wB97M-V def2-TZVPD RIJCOSX def2/J DEFGRID3
* xyz 0 1
N -1.05 -0.67 1.32
N -1.43 2.00 0.28
C -0.75 -1.58 -0.96
C -0.89 1.10 -0.42
C 1.51 0.66 -0.27
C -0.81 -0.52 0.10
C 1.99 0.59 0.96
H 1.96 0.18 -1.13
H -0.18 -1.23 -1.83
H 0.80 1.52 -0.58
H -1.17 -1.63 1.64
H -1.16 1.99 1.26
H -1.75 -1.85 -1.30
H -0.23 -2.47 -0.59
H 1.43 0.94 1.81
H 2.83 -0.06 1.18
H -1.09 1.03 -1.48
*
```

**LUMO**: 0.57 eV
**SMILES**: [H]/N=C\C(C)=N\[H].C=C
**Highest occupied orbital energy**: -8.87 eV

Mulliken atomic charge list, values in e, 8 entries: -0.574 -0.653 -1.332 -0.274 -0.483 0.714 -0.526 0.331


B) The following is a DFT calculation (ωB97M-V/def2-TZVPD) of an isolated molecule of C5H10N2.

The geometry in ORCA input format:
```
! wB97M-V def2-TZVPD RIJCOSX def2/J DEFGRID3
* xyz 0 1
N -0.01 -1.50 0.80
N 1.36 0.75 -0.99
C -0.70 -0.78 -0.26
C -0.02 0.27 -1.10
C 0.28 1.59 -0.50
C 0.02 1.75 0.98
C -0.41 -2.23 -0.41
H -0.34 0.25 -2.14
H 0.35 -2.52 -1.12
H 0.14 2.49 -1.10
H -1.05 1.88 1.15
H 0.98 -1.29 0.73
H -1.72 -0.51 0.00
H -1.20 -2.96 -0.26
H 1.93 0.44 -0.21
H 0.54 2.62 1.40
H 0.32 0.86 1.55
*
```

**LUMO**: 1.18 eV
**SMILES**: C[C@H]1N[C@H]1[C@H]1CN1
**Highest occupied orbital energy**: -9.31 eV

Mulliken atomic charge list, values in e, 8 entries: -0.590 -0.658 0.031 -0.328 0.095 -1.216 -0.436 0.391


Tell me which of them is the least stable. Sure, it is A).


A) The following is a DFT calculation (ωB97M-V/def2-TZVPD) of an isolated molecule of C5H10N2.

The geometry in ORCA input format:
```
! wB97M-V def2-TZVPD RIJCOSX def2/J DEFGRID3
* xyz 0 1
N 0.43 1.16 -0.08
N -1.95 -1.30 -0.24
C 0.69 -0.30 0.37
C -0.51 -0.85 -0.35
C -1.56 0.05 0.27
C 2.03 -0.66 -0.22
C -1.06 1.36 -0.31
H 2.79 0.03 0.23
H 0.62 -0.49 1.44
H -1.45 2.23 0.20
H -1.49 0.07 1.39
H -0.39 -0.55 -1.36
H 0.86 1.82 0.62
H -2.17 -1.81 0.62
H 2.08 -0.58 -1.31
H 2.31 -1.68 0.12
H -1.23 1.51 -1.39
*
```

**LUMO**: 1.00 eV
**SMILES**: C[C@H]1NC[C@H]2N[C@H]12
**Highest occupied orbital energy**: -8.65 eV

Mulliken atomic charge list, values in e, 8 entries: -0.458 -0.568 0.206 -0.231 0.190 -1.335 -0.663 0.320


B) The following is a DFT calculation (ωB97M-V/def2-TZVPD) of an isolated molecule of C5H10N2.

The geometry in ORCA input format:
```
! wB97M-V def2-TZVPD RIJCOSX def2/J DEFGRID3
* xyz 0 1
N 1.52 -0.54 -1.58
N -0.29 1.80 1.86
C 1.02 -1.02 -0.38
C -1.56 0.54 0.16
C -0.53 0.86 0.84
C 0.90 -0.14 0.74
C -1.82 -0.58 -0.67
H -0.71 -1.12 -0.73
H -2.52 -1.31 -0.26
H 0.58 2.31 1.74
H 0.90 -0.66 1.70
H 1.12 -2.09 -0.23
H -2.11 -0.36 -1.70
H 1.66 0.64 0.72
H -1.06 2.43 1.97
H 1.66 -1.16 -2.36
H 1.24 0.40 -1.82
*
```

**LUMO (spin up / spin down)**: 0.70 / 0.44 eV
**Highest occupied orbital energy (spin up / spin down)**: -7.04 / -6.65 eV

Mulliken atomic charge list, values in e, 8 entries: -0.464 -0.583 -0.525 -0.513 0.556 -0.769 -0.392 0.048


Tell me which of them is the least stable. Sure, it is B).


A) The following is a DFT calculation (ωB97M-V/def2-TZVPD) of a cluster of 4 separate species, C2H11N3O2 in total.

The geometry in ORCA input format:
```
! wB97M-V def2-TZVPD RIJCOSX def2/J DEFGRID3
* xyz 0 1
O -2.99 0.37 -0.65
O 3.00 0.35 -0.44
N -1.23 0.55 1.20
N 0.77 1.71 1.09
N 0.33 0.00 -0.48
C -0.04 0.76 0.64
C -0.66 -1.09 -0.91
H -1.44 -0.68 -1.63
H 2.26 -1.43 0.96
H -1.38 1.39 1.83
H 3.81 0.83 -0.78
H -0.06 -1.90 -1.41
H -1.18 -1.42 0.08
H -3.98 0.45 -0.64
H -2.13 0.59 0.42
H 1.73 1.37 0.88
H 2.01 -2.13 0.78
H 1.18 0.26 -0.95
*
```

**LUMO**: -5.09 eV
**Highest occupied orbital energy**: -9.36 eV

Mulliken atomic charge list, values in e, 8 entries: -0.761 -0.705 -0.514 -0.461 -0.057 0.547 -0.852 0.283


B) The following is a DFT calculation (ωB97M-V/def2-TZVPD) of a cluster of 3 separate species, C2H11N3O2 in total.

The geometry in ORCA input format:
```
! wB97M-V def2-TZVPD RIJCOSX def2/J DEFGRID3
* xyz 0 1
O -0.88 3.37 0.25
O 0.19 -3.37 -0.08
N 1.31 -0.88 -1.19
N 0.19 -0.32 0.73
N -0.04 1.10 -1.06
C -0.77 0.39 1.58
C 0.53 0.08 -0.52
H -0.11 1.04 -2.06
H 0.11 -2.78 -0.84
H -0.40 1.38 1.82
H -0.61 -3.90 -0.19
H -0.63 2.61 -0.33
H -1.75 0.38 1.13
H 0.42 -1.25 1.04
H -0.83 -0.18 2.51
H 1.28 -0.79 -2.20
H -0.22 4.06 0.21
H 2.24 -0.92 -0.81
*
```

**LUMO**: 0.58 eV
**SMILES**: [H]/N=C(\N)NC.O.O
**Highest occupied orbital energy**: -8.97 eV

Mulliken atomic charge list, values in e, 8 entries: -0.702 -0.641 -0.491 -0.205 -0.676 -0.963 0.490 0.116


Tell me which of them is the least stable. Sure, it is A).


A) The following is a DFT calculation (ωB97M-V/def2-TZVPD) of a cluster of 2 separate species, C2H11N3O2 in total.

The geometry in ORCA input format:
```
! wB97M-V def2-TZVPD RIJCOSX def2/J DEFGRID3
* xyz 0 1
O 1.88 -0.97 1.46
O -1.58 1.20 0.37
N 1.22 -0.13 0.51
N -1.52 -0.42 0.10
N -0.65 1.66 1.22
C 2.03 0.06 -0.68
C -1.91 -0.60 -1.28
H -0.95 1.46 2.18
H -2.83 -0.05 -1.54
H 0.31 -0.61 0.27
H 2.31 -0.89 -1.15
H 0.34 1.04 1.01
H 1.45 0.66 -1.38
H -2.06 -1.66 -1.48
H 2.39 -0.37 2.03
H -2.26 -0.76 0.71
H 2.95 0.60 -0.42
H -1.11 -0.23 -1.93
*
```

**LUMO**: 0.89 eV
**SMILES**: CNON.CNO
**Highest occupied orbital energy**: -8.48 eV

Mulliken atomic charge list, values in e, 8 entries: -0.475 -0.204 -0.251 -0.418 -0.504 -0.847 -0.724 0.224


B) The following is a DFT calculation (ωB97M-V/def2-TZVPD) of a cluster of 3 separate species, C2H11N3O2 in total.

The geometry in ORCA input format:
```
! wB97M-V def2-TZVPD RIJCOSX def2/J DEFGRID3
* xyz 0 1
O 2.88 4.60 -1.28
O 0.85 -3.72 0.69
N -1.40 -0.62 -0.61
N -0.06 -0.39 1.31
N -1.57 1.22 0.86
C -0.38 -1.41 -1.21
C -1.13 -0.01 0.62
H 2.09 4.74 -0.73
H 0.62 -4.18 -0.09
H -1.40 1.95 0.19
H 0.61 -0.98 -1.04
H -0.04 0.05 2.21
H -1.97 -0.11 -1.24
H 3.43 3.90 -0.82
H 0.32 -2.85 0.71
H -0.42 -2.52 -0.86
H -2.42 1.44 1.34
H -0.44 -1.35 -2.32
*
```

**LUMO**: 0.33 eV
**SMILES**: [H]/N=C(\N)NC.O.O
**Highest occupied orbital energy**: -8.84 eV

Mulliken atomic charge list, values in e, 8 entries: -0.652 -0.686 -0.239 -0.614 -0.448 -0.861 0.417 0.319


Tell me which of them is the least stable. Sure, it is A).


A) The following is a DFT calculation (ωB97M-V/def2-TZVPD) of a cluster of 2 separate species, C3H8N2O in total.

The geometry in ORCA input format:
```
! wB97M-V def2-TZVPD RIJCOSX def2/J DEFGRID3
* xyz 0 1
O 2.33 -1.07 0.72
N 2.01 -1.85 -0.11
N -0.21 1.90 -1.06
C -0.24 0.30 0.71
C 0.03 1.54 0.23
C -0.49 -0.88 -0.11
H 0.10 -1.82 0.42
H -0.75 1.22 -1.51
H -0.15 -0.79 -1.11
H -1.59 -1.16 -0.19
H 0.57 2.17 0.90
H 1.71 -2.72 0.26
H -0.01 0.21 1.72
H 0.30 2.62 -1.47
*
```

**LUMO**: 0.19 eV
**SMILES**: C/C=C\N.N=O
**Highest occupied orbital energy**: -7.72 eV

Mulliken atomic charge list, values in e, 8 entries: -0.209 -0.092 -0.408 -0.441 -0.058 -1.077 0.159 0.203


B) The following is a DFT calculation (ωB97M-V/def2-TZVPD) of a cluster of 2 separate species, C3H8N2O in total.

The geometry in ORCA input format:
```
! wB97M-V def2-TZVPD RIJCOSX def2/J DEFGRID3
* xyz 0 1
O -1.38 -1.01 -0.57
N 2.23 -1.02 -0.08
N -2.64 0.79 -1.11
C 2.12 0.25 0.49
C -2.47 -0.53 -0.79
C 1.73 0.49 1.75
H 2.46 0.99 -0.21
H 1.46 -0.25 2.49
H -2.17 1.52 -0.61
H -3.41 -1.09 -0.97
H -3.40 1.09 -1.69
H 2.27 -1.00 -1.07
H 1.51 1.52 1.98
H 1.70 -1.75 0.36
*
```

**LUMO**: 0.89 eV
**SMILES**: C=CN.NC=O
**Highest occupied orbital energy**: -7.81 eV

Mulliken atomic charge list, values in e, 8 entries: -0.497 -0.501 -0.340 0.128 0.144 -0.818 0.283 0.248


C) The following is a DFT calculation (ωB97M-V/def2-TZVPD) of a cluster of 2 separate species, C3H8N2O in total.

The geometry in ORCA input format:
```
! wB97M-V def2-TZVPD RIJCOSX def2/J DEFGRID3
* xyz 0 1
O 1.35 0.88 -0.95
N -2.53 1.17 0.37
N -0.35 -1.54 0.11
C -1.07 -0.56 -0.28
C 2.24 0.05 -0.27
C -1.78 0.23 0.73
H 2.80 -0.51 -1.02
H 2.93 0.61 0.36
H -1.28 -0.29 -1.31
H 0.74 1.30 -0.31
H -1.69 -0.16 1.76
H -3.04 1.63 1.12
H 0.03 -2.11 -0.64
H 1.64 -0.70 0.34
*
```

**LUMO**: 0.26 eV
**SMILES**: [H]/N=C/C=N/[H].CO
**Highest occupied orbital energy**: -10.26 eV

Mulliken atomic charge list, values in e, 8 entries: -0.490 -0.546 -0.671 -0.070 -0.522 -0.006 0.218 0.252


D) The following is a DFT calculation (ωB97M-V/def2-TZVPD) of a cluster of 2 separate species, C3H8N2O in total.

The geometry in ORCA input format:
```
! wB97M-V def2-TZVPD RIJCOSX def2/J DEFGRID3
* xyz 0 1
O -0.41 2.47 0.57
N 1.10 0.75 1.23
N -1.18 0.08 -0.75
C 0.25 1.54 0.88
C -0.30 -0.45 -1.80
C 1.05 -0.56 1.82
H -2.08 -0.38 -0.77
H -0.16 -1.53 -1.68
H 0.70 -0.01 -1.73
H 1.86 -1.23 1.49
H 1.16 -0.48 2.90
H -1.38 1.06 -0.92
H 0.08 -0.98 1.56
H -0.69 -0.27 -2.81
*
```

**LUMO**: 0.91 eV
**SMILES**: CN=C=O.CN
**Highest occupied orbital energy**: -9.56 eV

Mulliken atomic charge list, values in e, 8 entries: -0.524 -0.344 -0.496 0.695 -0.811 -0.698 0.200 0.292


Tell me which of them is the least stable. Sure, it is A).


A) The following is a DFT calculation (ωB97M-V/def2-TZVPD) of a cluster of 2 separate species, C3H8N2O in total.

The geometry in ORCA input format:
```
! wB97M-V def2-TZVPD RIJCOSX def2/J DEFGRID3
* xyz 0 1
O -1.99 0.88 0.56
N 2.30 -0.37 -1.45
N -1.84 -1.20 1.94
C -1.97 0.26 1.66
C 1.70 -0.22 -2.61
C 1.84 0.69 -0.40
H 2.08 -0.72 -3.49
H 2.57 0.67 0.54
H 1.92 1.72 -0.73
H 0.88 0.38 0.03
H -2.20 -1.91 1.43
H -1.46 0.72 2.58
H 0.67 0.26 -2.72
H -1.28 -1.65 2.58
*
```

**LUMO**: 0.72 eV
**SMILES**: C=NC.NC=O
**Highest occupied orbital energy**: -9.48 eV

Mulliken atomic charge list, values in e, 8 entries: -0.464 -0.401 -0.324 0.157 -0.236 -0.506 0.277 0.230


B) The following is a DFT calculation (ωB97M-V/def2-TZVPD) of an isolated molecule of C3H8N2O.

The geometry in ORCA input format:
```
! wB97M-V def2-TZVPD RIJCOSX def2/J DEFGRID3
* xyz 0 1
O 1.54 0.89 2.80
N -0.62 0.42 0.00
N -0.56 -0.90 -2.09
C -0.14 0.01 1.32
C 1.08 0.81 1.70
C 0.16 -0.09 -1.13
H 1.56 1.37 0.87
H 0.61 0.76 -1.65
H -0.92 0.23 2.04
H -1.15 -1.59 -1.65
H -1.06 -0.33 -2.75
H 1.02 -0.65 -0.76
H -1.59 0.14 -0.08
H 0.08 -1.06 1.38
*
```

**LUMO**: 0.89 eV
**SMILES**: NCNCC=O
**Highest occupied orbital energy**: -9.06 eV

Mulliken atomic charge list, values in e, 8 entries: -0.464 -0.439 -0.568 -0.413 0.021 -0.447 0.310 0.325


Tell me which of them is the least stable. Sure, it is A).